(1)
{
  "formula": "C56H157N3O31",
  "method": "ωB97M-V with the def2-TZVPD basis set",
  "symbols": ["C", "C", "C", "O", "H", "H", "H", "H", "H", "H", "H", "H", "C", "C", "C", "O", "H", "H", "H", "H", "H", "H", "H", "H", "C", "C", "C", "O", "H", "H", "H", "H", "H", "H", "H", "H", "C", "C", "C", "O", "H", "H", "H", "H", "H", "H", "H", "H", "C", "C", "C", "O", "H", "H", "H", "H", "H", "H", "H", "H", "C", "C", "C", "O", "H", "H", "H", "H", "H", "H", "H", "H", "C", "C", "C", "O", "H", "H", "H", "H", "H", "H", "H", "H", "C", "C", "C", "O", "H", "H", "H", "H", "H", "H", "H", "H", "C", "C", "O", "O", "H", "H", "H", "H", "H", "H", "C", "C", "O", "O", "H", "H", "H", "H", "H", "H", "C", "C", "O", "O", "H", "H", "H", "H", "H", "H", "C", "C", "O", "O", "H", "H", "H", "H", "H", "H", "C", "C", "O", "O", "H", "H", "H", "H", "H", "H", "C", "C", "O", "O", "H", "H", "H", "H", "H", "H", "C", "C", "O", "O", "H", "H", "H", "H", "H", "H", "C", "C", "O", "O", "H", "H", "H", "H", "H", "H", "C", "C", "O", "O", "H", "H", "H", "H", "H", "H", "C", "C", "O", "O", "H", "H", "H", "H", "H", "H", "C", "C", "C", "O", "C", "N", "H", "H", "H", "H", "H", "H", "H", "H", "H", "H", "H", "C", "C", "C", "O", "C", "N", "H", "H", "H", "H", "H", "H", "H", "H", "H", "H", "H", "C", "C", "C", "O", "C", "N", "H", "H", "H", "H", "H", "H", "H", "H", "H", "H", "H"],
  "coordinates": [[-1.2028, 3.1387, -3.0763], [-2.4461, 2.3109, -3.1756], [-2.1861, 0.9628, -3.6720], [-3.0719, 2.2732, -1.8510], [-0.5664, 2.7825, -2.2510], [-1.4318, 4.2155, -2.8966], [-0.6487, 3.1288, -4.0495], [-3.2471, 2.7682, -3.7346], [-2.0528, 1.1192, -4.7847], [-2.9776, 0.2549, -3.7405], [-1.2543, 0.5009, -3.2791], [-2.5378, 1.6713, -1.2992], [-2.8497, -2.3173, 1.2827], [-4.3591, -2.5450, 1.0059], [-4.6102, -2.6676, -0.4688], [-4.8642, -3.6832, 1.7332], [-2.2628, -3.1506, 0.9186], [-2.7281, -2.1799, 2.3972], [-2.4781, -1.3954, 0.8217], [-4.9202, -1.6453, 1.2995], [-5.6492, -2.7775, -0.7781], [-4.1284, -3.5333, -0.9089], [-4.2641, -1.7565, -0.9338], [-4.4185, -4.4201, 1.3255], [-1.6042, 0.4856, -8.0669], [-2.3621, -0.7501, -7.6787], [-3.8494, -0.6731, -8.0237], [-1.8054, -1.9793, -8.2225], [-0.5125, 0.4315, -7.9164], [-2.1181, 1.3174, -7.5470], [-1.7589, 0.5800, -9.1735], [-2.3305, -0.8845, -6.5606], [-4.3077, -1.6475, -7.7783], [-3.9879, -0.5167, -9.0873], [-4.3380, 0.1093, -7.4132], [-1.9884, -1.9394, -9.1558], [-5.2492, 1.4480, 1.2692], [-6.3145, 1.6817, 2.2899], [-7.5447, 2.4988, 1.7068], [-6.8086, 0.4295, 2.8303], [-4.6153, 2.3637, 1.1275], [-5.7284, 1.2252, 0.3387], [-4.5496, 0.6442, 1.5917], [-5.8690, 2.1200, 3.1771], [-8.2421, 2.6492, 2.5176], [-8.0778, 1.8719, 1.0133], [-7.2921, 3.4040, 1.1979], [-7.2212, -0.0259, 2.1260], [6.1094, 1.7853, -5.0303], [6.2443, 0.5549, -5.9513], [6.4371, 0.9984, -7.4083], [7.3367, -0.2902, -5.5496], [6.0646, 1.5115, -3.9610], [5.2174, 2.3599, -5.2821], [6.9813, 2.4224, -5.1176], [5.3212, -0.0519, -5.8739], [7.2982, 1.6935, -7.3277], [5.5183, 1.5731, -7.7371], [6.6263, 0.1973, -8.1327], [7.1405, -0.6295, -4.6983], [-1.9450, 6.4863, 3.7643], [-2.6214, 5.7361, 2.6171], [-3.9761, 5.2571, 3.0935], [-2.6509, 6.6492, 1.5181], [-2.4992, 7.4018, 4.0354], [-0.8836, 6.6222, 3.5515], [-1.9394, 5.8933, 4.6660], [-2.0860, 4.8461, 2.3468], [-4.5961, 6.1029, 3.3833], [-3.8829, 4.6100, 3.9554], [-4.5210, 4.6318, 2.3143], [-3.0579, 6.2269, 0.7584], [3.7260, 3.4677, -0.6617], [3.4860, 3.1201, -2.1153], [2.1872, 3.6425, -2.6507], [4.5705, 3.6152, -2.9516], [3.0691, 2.9810, 0.0698], [3.5246, 4.5359, -0.4261], [4.7103, 3.2288, -0.3658], [3.5152, 2.0240, -2.1649], [1.4207, 3.4592, -1.8740], [2.0363, 3.1360, -3.5887], [2.2924, 4.7006, -2.9488], [4.3867, 4.5438, -3.0243], [-2.0750, -3.1337, -3.9727], [-1.1577, -4.1551, -3.2621], [-0.1514, -3.4726, -2.3392], [-1.9747, -5.1022, -2.5860], [-3.0222, -2.9858, -3.4487], [-2.2231, -3.5373, -4.9312], [-1.4119, -2.2139, -4.0472], [-0.5611, -4.7336, -3.9799], [0.3009, -2.6534, -2.8446], [0.6509, -4.1836, -2.1677], [-0.6988, -3.1459, -1.4252], [-2.8866, -4.8778, -2.6505], [1.2848, -4.4403, 2.4566], [0.0106, -3.7877, 2.9709], [0.2758, -2.4962, 3.4555], [1.7215, -3.8426, 1.2597], [1.0552, -5.4884, 2.3562], [2.1152, -4.3519, 3.1472], [-0.5909, -4.3663, 3.7090], [-0.6684, -3.6745, 2.0928], [0.4718, -2.5423, 4.4066], [2.0934, -2.9717, 1.4542], [3.6717, -2.5924, -1.6253], [4.1417, -1.2628, -2.1995], [5.4942, -1.1685, -2.6529], [4.0964, -3.6982, -2.3350], [2.6188, -2.5274, -1.4899], [4.0405, -2.5970, -0.5893], [4.0999, -0.5078, -1.3911], [3.4483, -0.9763, -3.0118], [5.6517, -2.0445, -2.9817], [3.7810, -4.5430, -1.9470], [3.7057, -0.5995, 2.3973], [4.1401, 0.8365, 2.0965], [4.9777, 0.9617, 0.9646], [2.8496, -1.1839, 1.3814], [3.2633, -0.6403, 3.4131], [4.6085, -1.2428, 2.4464], [4.6387, 1.2099, 2.9737], [3.2107, 1.3824, 1.8960], [4.6047, 0.6168, 0.1450], [2.1842, -0.5350, 1.0978], [-3.9387, 5.2304, -1.6926], [-5.3771, 4.9894, -1.3612], [-5.6529, 3.6005, -1.5299], [-3.0051, 4.6572, -0.7339], [-3.8495, 6.3024, -1.6514], [-3.5837, 4.8116, -2.6321], [-6.0586, 5.5603, -2.0527], [-5.5916, 5.3066, -0.3396], [-4.8858, 3.0708, -1.2467], [-2.8165, 3.7594, -1.0826], [0.5826, 5.7861, 0.1119], [1.2645, 5.6813, 1.4940], [2.0465, 6.8439, 1.8120], [-0.2689, 4.6549, -0.1002], [1.3766, 5.7657, -0.6643], [0.0793, 6.7233, 0.1020], [1.9601, 4.8153, 1.5161], [0.4193, 5.4539, 2.1342], [1.4517, 7.5919, 1.8338], [-1.1641, 4.9674, -0.3457], [0.7512, 0.6119, -0.6906], [-0.4707, -0.2211, -0.4889], [-1.6193, 0.5049, -0.0527], [1.3528, 0.8950, 0.5384], [0.4471, 1.5209, -1.1671], [1.4960, 0.2001, -1.3352], [-0.1274, -0.9076, 0.3466], [-0.6978, -0.8009, -1.3646], [-1.3890, 0.7348, 0.8609], [0.7544, 1.5019, 1.0303], [3.2908, -6.6816, -0.1549], [2.5737, -8.0001, -0.3459], [1.2791, -8.0041, 0.2334], [2.6772, -5.7019, -1.0136], [4.3890, -6.7762, -0.4090], [3.1457, -6.3991, 0.9013], [3.0738, -8.8714, 0.1056], [2.5331, -8.2106, -1.4450], [0.6085, -7.6057, -0.3779], [2.4228, -5.0147, -0.4092], [-2.2871, -7.7940, -0.6311], [-2.9671, -6.9311, 0.5003], [-3.3167, -5.6908, -0.0688], [-1.0763, -7.2176, -1.1109], [-3.0672, -7.8495, -1.4191], [-2.0795, -8.8138, -0.2125], [-2.2817, -6.8047, 1.3348], [-3.8937, -7.3731, 0.8798], [-2.4658, -5.2680, -0.2686], [-1.3095, -6.4774, -1.7154], [-0.6227, 0.9678, 3.7334], [-1.0389, 2.3183, 3.1713], [-0.2618, 2.5109, 1.9803], [-0.6987, 0.0105, 2.6934], [-1.3315, 0.7866, 4.5773], [0.3730, 0.8664, 4.2139], [-0.7449, 3.1018, 3.9415], [-2.1538, 2.3802, 2.9420], [-0.5599, 3.3474, 1.6169], [-0.3669, -0.8537, 3.0384], [-3.8821, -2.3703, 4.9676], [-4.5151, -1.0273, 5.1377], [-4.3085, -0.1597, 4.0073], [-4.7832, -3.3807, 4.6188], [-3.4136, -2.5991, 5.9593], [-2.9918, -2.2774, 4.3160], [-4.0346, -0.5497, 6.0184], [-5.5854, -1.1064, 5.3251], [-5.0592, -0.3390, 3.3989], [-4.7915, -3.5998, 3.6723], [2.1371, -0.3175, 6.8878], [1.8418, -1.8188, 7.0622], [1.6170, -2.0974, 8.5123], [1.2482, -3.3964, 8.6924], [0.6122, -3.6045, 9.9780], [0.6020, -2.2342, 6.3073], [3.0944, -0.0161, 7.2885], [1.2928, 0.1628, 7.3451], [2.0845, -0.0311, 5.8484], [2.6751, -2.4687, 6.6906], [0.7652, -1.4658, 8.8708], [2.4834, -1.7743, 9.1420], [1.1877, -3.3728, 10.9074], [0.3926, -4.6584, 10.0747], [-0.3780, -3.1352, 9.9838], [0.3029, -3.1880, 6.5059], [-0.1976, -1.6258, 6.4693], [2.4994, -3.6187, -5.1822], [1.3877, -2.8107, -5.8868], [1.7179, -1.3318, -5.8387], [1.1777, -0.7611, -4.6353], [1.4226, 0.6221, -4.5751], [1.2235, -3.1463, -7.3053], [3.5112, -3.4189, -5.5779], [2.2113, -4.6593, -5.2451], [2.5432, -3.3277, -4.1385], [0.4276, -2.9491, -5.4251], [1.2503, -0.8221, -6.7299], [2.8047, -1.2545, -5.9952], [0.7061, 1.1307, -3.9299], [1.2001, 1.0345, -5.5902], [2.4239, 0.8682, -4.2193], [1.2371, -4.1523, -7.5452], [0.2694, -2.8380, -7.3806], [2.4249, 2.8381, 4.7703], [3.0359, 4.2037, 5.0514], [4.4454, 4.3985, 4.5033], [4.3013, 4.3856, 3.1148], [5.5101, 4.3564, 2.3836], [2.0511, 5.2388, 4.6191], [1.5560, 2.6310, 5.3455], [3.0707, 1.9539, 4.9229], [2.0733, 2.8464, 3.7404], [3.1637, 4.3703, 6.1580], [5.1572, 3.5568, 4.8265], [4.8090, 5.3502, 4.9255], [6.0986, 3.5231, 2.7583], [6.1003, 5.3039, 2.3403], [5.2592, 4.0495, 1.3823], [2.2207, 6.0490, 5.2286], [2.2699, 5.5965, 3.6910]],
  "forces_ev_per_angstrom": [[0.61, 1.28, -0.92], [-1.29, 0.56, 1.91], [1.63, -0.87, -2.78], [0.48, -0.34, 0.06], [-0.23, 0.14, -0.48], [0.13, -0.77, 0.07], [-0.23, -0.16, 0.84], [0.00, 0.35, -0.63], [0.60, -0.21, 0.86], [-0.96, -0.45, 0.92], [-0.68, 0.20, -0.16], [-0.06, -0.15, 0.26], [-1.00, 0.63, 1.34], [0.43, 0.35, 0.05], [-0.39, -0.25, -0.75], [-0.03, 1.17, 0.06], [0.11, -0.30, -0.03], [0.13, -0.31, -1.26], [-0.26, -0.23, -0.01], [0.09, -0.42, 0.56], [-0.29, 0.08, 0.50], [0.49, -0.11, -0.03], [0.35, 0.26, -0.35], [0.29, -0.90, -0.30], [-0.32, 0.07, -1.24], [-0.32, -1.33, 1.53], [0.08, -0.41, 0.69], [-0.08, 0.94, 0.86], [-0.59, 0.08, 0.35], [0.71, -0.07, -0.38], [0.17, 0.38, 0.75], [0.29, -0.04, -0.93], [0.12, 0.46, -0.01], [-0.15, 0.33, -0.25], [0.11, -0.26, -0.54], [0.04, -0.18, -0.71], [1.50, 0.39, 0.23], [-1.29, 0.37, 0.23], [1.05, -1.42, 1.36], [0.77, 0.94, 0.67], [-0.61, -0.61, 0.05], [0.01, -0.38, -0.84], [-0.48, 0.45, -0.33], [-0.15, 0.51, 0.04], [-0.14, 0.45, 0.27], [-0.04, -0.42, -0.57], [0.34, 0.63, -0.13], [-0.84, -0.92, -1.19], [0.02, -0.74, 0.20], [-0.58, -0.32, 0.26], [-0.26, 0.90, 0.60], [0.19, 0.90, -1.73], [-0.21, -0.09, -0.50], [0.03, 0.00, 0.06], [0.23, 0.21, -0.23], [0.15, 0.22, -0.01], [-0.38, -0.31, -0.71], [1.07, -0.55, 0.34], [0.03, 0.10, 0.40], [-0.36, -0.38, 1.36], [0.16, -0.31, -0.07], [-0.41, 0.83, 0.74], [-1.14, -0.56, -1.28], [-0.06, 0.01, 0.33], [0.46, -0.17, -0.52], [-0.11, 0.62, -0.09], [-0.15, -0.48, 0.30], [0.80, -0.45, -0.24], [-0.18, 0.06, -0.08], [0.23, -0.15, 0.28], [0.57, 0.88, 0.70], [-0.05, -0.40, -0.11], [-1.26, 1.27, 0.64], [0.99, 0.11, 0.30], [0.10, 0.03, 0.22], [-0.55, -1.11, 0.65], [-0.12, -0.46, -0.50], [0.39, -0.23, -0.50], [1.17, -0.25, 0.14], [0.08, 0.10, -0.40], [0.00, 0.38, -0.79], [-0.71, -0.34, -0.30], [-0.27, -0.14, 0.65], [0.15, 0.80, -0.16], [2.34, 0.56, 0.89], [-0.12, 0.76, -0.37], [-1.13, -1.12, 0.64], [1.18, -0.72, 0.62], [0.21, 0.30, 0.04], [-0.70, -0.11, -1.49], [-1.43, -0.66, -0.13], [-0.30, 0.20, -0.20], [0.27, 0.92, -0.42], [0.07, -0.08, 0.75], [0.74, -0.17, -0.36], [-1.01, 0.27, -0.07], [-0.33, 0.29, 0.66], [-0.78, -0.07, -0.70], [-0.14, 0.63, 0.03], [-0.24, -0.61, -0.86], [0.21, -0.54, -0.72], [-0.03, -0.07, 0.74], [0.73, 0.00, -0.25], [0.54, -0.09, 0.53], [0.21, 0.29, 0.38], [0.15, 0.42, 0.05], [1.32, 0.68, 1.90], [-0.26, 0.96, -0.34], [-0.69, -0.23, 0.33], [0.52, -0.57, -1.01], [-1.35, 0.03, -0.25], [0.21, -0.35, 0.01], [-0.54, -0.36, -0.36], [0.27, 0.11, 0.10], [0.60, -0.87, -0.46], [-0.11, 0.57, 0.01], [0.50, -0.62, -0.22], [-1.50, -1.01, -1.14], [0.93, 0.13, 0.29], [0.84, -0.05, 0.71], [-0.25, 0.07, -0.47], [-0.45, 0.24, -0.16], [0.40, 0.42, 0.14], [0.17, 0.35, 0.42], [-0.39, -0.09, 0.48], [-0.09, 0.40, 0.30], [0.94, 0.23, 0.68], [-0.37, -1.24, -0.84], [-0.47, -0.06, 0.18], [-0.66, 0.67, 0.12], [0.71, 0.60, -0.25], [-0.74, 0.40, -0.51], [0.73, -0.54, 0.57], [0.05, 0.13, 0.18], [-0.26, 0.31, -0.18], [-0.19, -0.10, 0.21], [1.87, -1.09, -0.05], [0.24, -0.64, -1.21], [-0.49, -0.97, -0.05], [-0.27, 0.56, 0.27], [-0.49, 0.24, 0.22], [-0.80, 0.74, -0.30], [-0.38, 0.55, 0.07], [0.10, 0.28, 0.94], [-0.22, 0.37, 0.06], [0.28, -0.19, 0.11], [-0.51, 0.82, -0.05], [0.70, -1.43, 1.32], [0.60, 0.09, -0.37], [0.26, 0.65, 0.39], [-0.15, 0.89, -0.39], [0.45, -0.87, -0.45], [-0.81, 0.17, -0.92], [-0.42, -0.20, -0.39], [-0.34, 0.11, 0.29], [0.31, -0.30, 0.21], [0.58, -0.50, -0.01], [-0.36, -0.79, -0.83], [-0.50, 0.53, -0.60], [0.61, -0.64, 0.06], [-1.08, 0.11, 0.34], [0.33, 0.12, -0.36], [0.30, 0.55, -0.01], [-0.07, 0.14, 0.65], [0.66, -0.34, 0.56], [-0.66, 0.97, 0.54], [-0.95, -0.27, 1.22], [0.64, -1.03, -0.93], [0.23, 0.87, 0.25], [-0.63, 0.10, 0.10], [0.62, -0.20, 0.12], [0.00, 0.84, -0.58], [0.18, 0.05, 0.19], [0.20, -0.21, -0.23], [-0.33, 0.13, -0.18], [0.05, -0.36, 0.24], [-0.70, -0.53, 0.78], [0.69, 0.28, 0.76], [-0.66, 0.32, 0.44], [-0.18, -0.32, 0.43], [0.08, -0.27, -0.54], [-0.19, 0.87, -0.49], [-0.56, -0.67, -0.85], [1.32, -0.29, 0.34], [0.30, 0.44, -0.74], [-0.23, 0.28, -0.41], [1.15, -0.42, 0.88], [0.38, 1.35, -0.04], [-0.54, -0.53, -0.13], [-0.11, -0.49, -0.01], [-0.58, -0.39, -0.49], [-0.52, -0.06, -0.09], [-0.31, 0.07, -0.55], [-0.04, -0.21, 0.19], [0.42, 0.40, 0.51], [0.22, 0.38, -0.06], [-0.67, -1.27, -0.65], [-0.27, -0.63, -0.93], [-0.14, 2.00, 1.20], [-0.31, -1.85, 1.89], [-0.09, -0.56, -0.28], [0.66, 0.33, -0.59], [0.05, 0.06, 0.31], [-0.14, 0.78, 0.56], [0.21, -0.06, -0.46], [-0.62, 0.57, 0.18], [0.40, 0.08, -0.33], [-0.22, -0.42, -0.36], [-0.02, 0.44, -1.03], [0.15, -0.41, -0.31], [0.27, 0.45, 0.10], [0.34, 0.31, 0.42], [0.27, 0.03, 0.22], [-0.79, 0.69, -0.20], [1.70, -0.42, -0.06], [-0.88, 0.36, -0.80], [0.63, -0.33, -0.16], [-0.65, 0.47, -0.94], [-0.01, -0.34, -0.08], [-0.57, -0.25, -0.21], [0.39, -0.46, 0.08], [-0.05, -0.10, 0.22], [-0.38, -0.17, 0.91], [0.26, -0.31, 0.78], [-0.07, 0.50, 0.56], [-0.03, -0.39, 0.32], [0.60, 0.10, 0.55], [0.23, -0.02, -0.27], [0.06, 0.75, 0.67], [-0.51, -0.07, -1.41], [0.71, -0.40, -0.74], [-0.26, 0.18, 1.58], [-0.02, -0.93, 0.33], [0.36, 0.61, -0.52], [0.13, -0.22, -0.06], [0.86, 0.46, 0.70], [-0.84, 0.25, 0.80], [0.17, 0.59, -0.15], [0.15, -0.18, -0.27], [-0.29, -0.43, -0.78], [-0.89, 0.98, -0.22], [0.27, -0.05, -0.44], [0.59, 0.06, 0.26], [-0.56, -0.53, 0.39], [-0.16, 0.25, -0.37], [-0.33, -0.31, -0.33], [0.11, -0.30, 0.00]],
  "total_energy_ha": -4724.314347,
  "e_homo_ha": -0.3389,
  "largest_force_ha_per_bohr": 0.06500,
  "multiplicity": 1,
  "relative_energy_kj_mol": 0.0
}

***

(2)
{
  "formula": "C8H11N4",
  "method": "ωB97M-V with the def2-TZVPD basis set",
  "symbols": ["H", "N", "C", "N", "N", "C", "N", "C", "C", "C", "C", "C", "C", "H", "H", "H", "H", "H", "H", "H", "H", "H", "H"],
  "coordinates": [[-3.8803, 2.1554, -2.1329], [-2.8656, 1.8439, -2.1087], [-2.7131, 1.0292, -1.1720], [-1.4810, 0.4658, -0.7737], [-0.2636, 0.6905, -1.2814], [-0.2283, 1.4793, -2.5166], [0.8774, 0.3260, -0.7359], [1.0924, -0.3573, 0.4426], [0.2669, -1.3981, 0.8660], [0.6509, -2.1422, 1.9443], [1.7291, -1.7690, 2.8121], [2.5174, -0.7447, 2.3834], [2.2433, -0.1389, 1.1703], [-3.4893, 0.7351, -0.4977], [-1.3577, -0.1074, 0.1756], [-1.0113, 1.1238, -3.0901], [0.7696, 1.2066, -2.9282], [-0.4648, 2.4395, -2.2573], [-0.6666, -1.5933, 0.3484], [0.0093, -2.9725, 2.1571], [1.8591, -2.3517, 3.7705], [3.5614, -0.4686, 2.8119], [2.8446, 0.5486, 0.6123]],
  "forces_ev_per_angstrom": [[1.60, -0.54, -0.13], [-1.64, 0.65, -0.21], [0.19, 0.44, 0.38], [0.84, -2.46, 3.39], [3.14, -1.02, 2.15], [3.03, -2.90, 0.12], [-2.41, 2.32, -2.71], [-1.80, -1.24, 0.66], [-0.34, 0.33, -0.10], [0.01, 0.10, 1.39], [-1.65, -1.78, 0.09], [3.32, 1.06, -0.06], [-0.07, 1.00, -1.37], [-0.34, -0.50, 0.49], [-1.07, 1.98, -2.67], [-1.25, -0.71, -1.49], [-0.78, 0.99, 0.09], [0.01, 2.70, 0.42], [0.30, -0.76, -0.03], [-0.04, -0.41, 0.54], [0.13, 0.84, -1.33], [-2.26, -0.56, -0.23], [1.06, 0.49, 0.62]],
  "total_energy_ha": -530.082401,
  "e_homo_ha": -0.4785,
  "largest_force_ha_per_bohr": 0.08376,
  "multiplicity": 1,
  "relative_energy_kj_mol": 366.5,
  "total_charge": 1
}